Entry 1:
ORCA calculation (ωB97M-V with the def2-TZVPD basis set) on a cluster of 4 separate species, C8H12N4 in total in a non-equilibrium geometry.

CARTESIAN COORDINATES (ANGSTROEM)
C1 0.1548 -0.3414 -1.5193
C2 1.3220 0.1053 -0.6312
N1 2.2284 0.4011 -0.0244
H1 -0.7039 -0.2221 -0.8587
H2 0.2829 -1.3900 -1.7882
H3 0.1220 0.1809 -2.4755
C3 1.8585 -2.6756 2.6434
C4 1.6891 -2.9726 1.1550
N2 1.4972 -3.1643 0.0409
H4 1.8529 -3.6364 3.1581
H5 0.9324 -2.3176 3.0932
H6 2.6588 -1.9735 2.8771
C5 -2.7209 1.3374 -3.5975
C6 -2.9004 0.3191 -2.5502
N3 -3.0378 -0.5082 -1.7863
H7 -1.6606 1.2603 -3.8382
H8 -3.0118 2.3754 -3.4361
H9 -3.1118 0.9541 -4.5400
C7 0.0227 2.1952 2.1276
C8 1.2354 1.6217 2.7533
N4 2.1013 1.2560 3.3449
H10 -0.5893 2.7478 2.8405
H11 -0.6041 1.4928 1.5782
H12 0.3825 2.9547 1.4335

Values from the calculation:
HOMO-LUMO gap (alpha / beta) (eV): 12.21 / 3.36
Total charge: +1
Energy above the lowest of the compared OMol25 structures with the same formula, charge and spin (kJ/mol): 533.5
Spin multiplicity: 2
E_HOMO (alpha / beta) (eV): -14.94 / -14.86

=====

Entry 2:
ORCA calculation (ωB97M-V with the def2-TZVPD basis set) on a structure of composition C31H36AsNNaO4PSSe.

CARTESIAN COORDINATES (ANGSTROEM)
Na1 -0.7934 -0.1582 0.6174
S1 1.8354 0.9316 0.7848
C1 2.4565 2.0369 -0.4025
C2 3.5296 2.8953 -0.0845
C3 4.0865 3.7495 -1.0115
C4 3.6003 3.7947 -2.3155
C5 2.5411 2.9670 -2.6568
C6 1.9737 2.1050 -1.7255
As1 0.4417 0.9808 -2.1312
C7 1.3713 -0.7163 -2.5041
C8 0.6395 -1.7660 -3.0437
C9 1.2376 -2.9894 -3.3017
C10 2.5762 -3.1828 -2.9975
C11 3.3069 -2.1461 -2.4375
C12 2.7097 -0.9179 -2.1929
C13 0.1406 1.4953 -4.0066
C14 -0.7790 2.5188 -4.2241
C15 -1.0516 2.9697 -5.5086
C16 -0.4150 2.3915 -6.5966
C17 0.4950 1.3658 -6.3920
C18 0.7730 0.9229 -5.1061
H1 3.9124 2.8637 0.9288
H2 4.9097 4.3903 -0.7134
H3 4.0343 4.4623 -3.0507
H4 2.1482 2.9916 -3.6673
H5 -0.4181 -1.6401 -3.2545
H6 0.6485 -3.7993 -3.7166
H7 3.0437 -4.1439 -3.1784
H8 4.3484 -2.2934 -2.1749
H9 3.2818 -0.1200 -1.7373
H10 -1.2973 2.9622 -3.3799
H11 -1.7703 3.7673 -5.6544
H12 -0.6320 2.7361 -7.6015
H13 0.9978 0.9075 -7.2364
H14 1.4922 0.1265 -4.9554
Se1 -2.7351 2.2179 0.6273
C19 -4.3948 1.5398 1.2081
C20 -4.5165 0.6118 2.2526
C21 -5.7603 0.1693 2.6533
N1 -6.9229 0.5594 2.1188
C22 -6.8087 1.4307 1.1143
C23 -5.6145 1.9282 0.6348
H15 -3.6281 0.2202 2.7309
H16 -5.8230 -0.5561 3.4615
H17 -7.7396 1.7576 0.6529
H18 -5.6196 2.6307 -0.1894
C24 -3.3791 -4.8924 -1.0071
C25 -2.2313 -4.9576 -0.0051
C26 -2.4652 -6.0726 1.0123
C27 -0.9150 -5.1788 -0.7392
O1 -2.3010 -3.7153 0.7160
P1 -1.0477 -2.8225 1.1942
O2 -1.5723 -1.6778 1.9979
O3 -0.1651 -2.4536 0.0427
O4 -0.3149 -3.9200 2.1521
C28 0.6683 -3.5590 3.1441
C29 -0.0516 -3.0535 4.3859
C30 1.6503 -2.5238 2.6136
C31 1.3953 -4.8683 3.4393
H19 -3.4863 -5.8435 -1.5329
H20 -3.1911 -4.1059 -1.7360
H21 -4.3111 -4.6642 -0.4917
H22 -2.5067 -7.0444 0.5134
H23 -3.4056 -5.9056 1.5385
H24 -1.6569 -6.0812 1.7411
H25 -0.9994 -6.1141 -1.3015
H26 -0.0798 -5.2606 -0.0470
H27 -0.6947 -4.3585 -1.4163
H28 -0.6575 -2.1864 4.1357
H29 0.6763 -2.7781 5.1531
H30 -0.7028 -3.8331 4.7860
H31 1.1850 -1.5509 2.4723
H32 2.0623 -2.8320 1.6553
H33 2.4633 -2.3989 3.3342
H34 0.6835 -5.6296 3.7616
H35 2.1361 -4.7239 4.2278
H36 1.9036 -5.2247 2.5434

Values from the calculation:
HOMO-LUMO gap (eV): 5.45
Total charge: -2
Energy above the lowest of the compared OMol25 structures with the same formula, charge and spin (kJ/mol): 45.6
E_HOMO (eV): -1.49

=====

Entry 3:
ORCA calculation (ωB97M-V with the def2-TZVPD basis set) on a structure of composition CHLiO2Tb in a non-equilibrium geometry.

CARTESIAN COORDINATES (ANGSTROEM)
O1 2.0133 0.0381 0.8627
C1 -0.0183 0.1861 0.1517
O2 -0.9310 -0.6414 0.0859
Li1 -2.7703 -0.6923 0.0210
Tb1 1.9454 -0.1688 -1.2503
H1 -0.2390 1.2784 0.1291

Values from the calculation:
HOMO-LUMO gap (alpha / beta) (eV): 8.25 / 7.63
Total charge: +2
Spin multiplicity: 8
E_HOMO (alpha / beta) (eV): -18.51 / -17.50

=====

Entry 4:
ORCA calculation (ωB97M-V with the def2-TZVPD basis set) on an isolated molecule of C19H25BrN4O2S.

CARTESIAN COORDINATES (ANGSTROEM)
C1 5.4723 -0.8369 -2.1031
H1 5.0170 -1.4253 -2.8959
H2 6.4718 -0.5504 -2.4196
H3 5.5579 -1.4550 -1.2130
C2 4.6475 0.4226 -1.8151
N1 3.2838 0.2191 -1.3706
C3 3.1541 -0.4434 -0.0883
C4 1.7082 -0.3130 0.3861
N2 0.8458 -0.9509 -0.5884
C5 0.9696 -0.2892 -1.8689
C6 2.4182 -0.4194 -2.3399
H4 2.5386 0.0798 -3.3041
H5 2.6458 -1.4917 -2.4607
H6 0.3045 -0.7735 -2.5878
H7 0.7170 0.7838 -1.8148
C7 -0.5046 -1.2275 -0.1346
C8 -0.4309 -2.2920 0.9396
C9 -0.9911 -2.1863 2.2061
C10 -0.8364 -3.2417 3.0944
C11 -0.1263 -4.3584 2.6883
N3 0.4153 -4.4686 1.4853
C12 0.2629 -3.4657 0.6438
H8 0.7241 -3.5892 -0.3272
H9 0.0210 -5.2049 3.3462
H10 -1.2624 -3.1884 4.0842
H11 -1.5469 -1.3135 2.5092
C13 -1.2918 0.0301 0.2954
N4 -2.6786 -0.2758 0.5401
S1 -3.5040 0.6589 1.6313
O1 -4.8234 0.1172 1.7231
O2 -2.6877 0.7605 2.8025
C14 -3.5915 2.2718 0.8522
C15 -2.5865 3.1935 1.0735
C16 -2.6302 4.4179 0.4283
C17 -3.6881 4.6878 -0.4269
C18 -4.7020 3.7662 -0.6460
C19 -4.6457 2.5444 0.0017
H12 -5.4190 1.8034 -0.1255
H13 -5.5197 4.0047 -1.3084
Br1 -3.7542 6.3628 -1.3165
H14 -1.8581 5.1547 0.5876
H15 -1.7933 2.9513 1.7625
H16 -3.2254 -0.5386 -0.2624
H17 -1.1800 0.8031 -0.4795
H18 -0.8987 0.4190 1.2353
H19 -1.0349 -1.6661 -0.9928
H20 1.5867 -0.8132 1.3483
H21 1.4731 0.7580 0.5035
H22 3.8224 0.0397 0.6275
H23 3.4032 -1.5160 -0.1435
H24 5.1504 1.0100 -1.0411
H25 4.6002 1.0345 -2.7212

Values from the calculation:
HOMO-LUMO gap (eV): 8.78
SMILES string: CCN1CCN([C@H](CNS(=O)(=O)c2ccc(Br)cc2)c2cccnc2)CC1
Energy above the lowest of the compared OMol25 structures with the same formula, charge and spin (kJ/mol): 0.0
E_HOMO (eV): -8.54

=====

Entry 5:
ORCA calculation (ωB97M-V with the def2-TZVPD basis set) on a cluster of 2 separate species, C4H9N in total in a non-equilibrium geometry.

CARTESIAN COORDINATES (ANGSTROEM)
C1 -2.3879 0.7800 0.2478
N1 -2.5174 -0.1118 -0.7242
H1 -1.5626 0.5601 0.8598
H2 -3.1563 1.4409 0.6132
H3 -3.1402 0.1172 -1.4964
C2 1.6127 0.8155 -0.4315
C3 1.8069 -0.1736 0.5715
C4 1.6065 -1.5026 0.4166
H4 0.5916 1.1627 -0.2670
H5 1.8162 0.3890 -1.4435
H6 2.1914 1.7977 -0.3982
H7 1.9282 0.0254 1.6348
H8 1.2910 -2.1973 1.2695
H9 1.8332 -2.0293 -0.5292

Values from the calculation:
HOMO-LUMO gap (eV): 9.92
SMILES string: C=CC.C=N
Energy above the lowest of the compared OMol25 structures with the same formula, charge and spin (kJ/mol): 262.2
E_HOMO (eV): -8.97